{
  "formula": "C20H27N2O3PSSn",
  "method": "ωB97M-V with the def2-TZVPD basis set",
  "total_energy_ev": -56254.3709,
  "homo_lumo_gap_ev": 7.9,
  "species": ["C", "C", "C", "C", "C", "C", "C", "C", "N", "Sn", "C", "P", "H", "H", "H", "H", "H", "H", "H", "H", "C", "C", "H", "C", "C", "H", "H", "H", "H", "H", "H", "H", "H", "H", "H", "H", "H", "H", "H", "O", "C", "N", "S", "O", "O", "C", "C", "C", "C", "C", "C", "H", "H", "H", "H"],
  "xyz": [[3.92, -1.60, -2.46], [3.84, -1.83, -1.09], [2.71, -1.41, -0.36], [1.65, -0.80, -1.03], [1.76, -0.50, -2.40], [2.87, -0.96, -3.12], [2.69, -1.70, 1.12], [2.67, -0.50, 2.08], [1.91, 0.67, 1.62], [-0.21, -0.40, 0.02], [0.72, 0.31, -3.13], [0.11, 1.65, -2.01], [4.64, -2.35, -0.56], [2.89, -0.78, -4.19], [4.79, -1.93, -3.03], [-0.15, -0.29, -3.43], [1.15, 0.83, -4.01], [1.84, -2.35, 1.37], [3.61, -2.25, 1.36], [2.21, -0.84, 3.02], [-1.41, 2.27, -2.79], [1.39, 2.91, -2.32], [3.71, -0.17, 2.30], [2.74, 1.60, 0.84], [1.27, 1.38, 2.73], [-1.32, -0.56, -1.34], [3.56, 2.02, 1.47], [3.18, 1.08, -0.01], [2.12, 2.42, 0.48], [2.03, 1.82, 3.41], [0.63, 2.18, 2.34], [0.63, 0.67, 3.28], [1.32, 3.26, -3.36], [1.23, 3.75, -1.63], [2.39, 2.49, -2.14], [-1.21, 2.68, -3.78], [-2.14, 1.45, -2.85], [-1.82, 3.05, -2.13], [-0.86, 1.14, 0.51], [-0.02, -1.57, 3.28], [-0.99, -2.01, 2.64], [-1.20, -1.76, 1.30], [-2.60, -2.42, 0.60], [-3.49, -1.35, 0.23], [-2.22, -3.41, -0.36], [-3.05, -3.12, 2.15], [-4.24, -3.77, 2.41], [-4.49, -4.19, 3.72], [-3.55, -3.94, 4.73], [-2.36, -3.27, 4.44], [-2.11, -2.84, 3.13], [-4.95, -3.94, 1.60], [-5.43, -4.69, 3.96], [-3.76, -4.27, 5.75], [-1.61, -3.07, 5.21]]
}